# 1
# C2H5BO3

A cluster of 2 separate species, C2H5BO3 in total at a distorted geometry (the ωB97M-V functional and the def2-TZVPD basis, OMol25).

The geometry in XYZ format:
```
11
C2H5BO3, DFT the ωB97M-V functional and the def2-TZVPD basis
O -1.881 -1.359 -1.114
B 1.562 -0.073 -0.402
H -2.056 -0.390 1.489
H 2.958 0.674 -1.932
H -3.145 0.603 0.584
O 2.177 -0.415 0.766
H -1.317 0.943 1.001
C -1.421 -0.585 -0.352
H 3.091 -0.202 0.755
O 2.083 0.535 -1.452
C -2.051 0.268 0.657
```

Total charge: 0
Calculated total energy: -8972.0415 eV
Spin multiplicity: 1
Relative energy (zero: lowest compared OMol25 entry of this formula, charge and spin): 5.372 eV
LUMO (alpha / beta): -0.1985 / 0.2663 eV
HOMO (alpha / beta): -7.46 / -7.32 eV
Kohn-Sham gap (alpha / beta): 7.26 / 7.59 eV
Molar mass: 87.87 g/mol

***

# 2
# C28H51BBr2N2NbO19

A structure of composition C28H51BBr2N2NbO19 at a distorted geometry (the ωB97M-V functional and the def2-TZVPD basis, OMol25).

The geometry in XYZ format:
```
104
C28H51BBr2N2NbO19, DFT the ωB97M-V functional and the def2-TZVPD basis
O -0.252 2.451 -6.559
O -4.852 3.823 4.786
O -0.551 -10.566 -2.308
C 0.555 -8.671 -4.914
C 2.218 4.470 4.684
H 0.594 4.744 -4.069
O -5.225 2.581 2.944
C 2.373 1.578 0.520
H -1.595 4.813 -9.305
H -1.459 -2.023 5.312
C 1.295 0.713 3.890
H 0.569 0.799 4.804
H -4.073 0.850 1.828
N 2.854 -1.164 4.951
H 3.277 1.055 5.163
H 2.752 1.000 1.464
O 1.641 5.694 7.812
C 0.832 -0.493 2.827
C -1.536 4.385 -3.985
C -2.748 3.053 -8.800
H 2.523 -9.300 -4.273
C -0.119 3.915 -4.042
C -1.227 2.764 -2.480
C 1.072 0.837 -0.225
H -1.570 0.383 4.672
H 2.854 -1.864 4.175
H 1.422 -2.482 0.952
H 0.069 3.255 -4.895
H -3.509 0.037 4.580
H 0.359 -1.342 3.517
C -6.481 2.795 3.561
C -2.286 -1.884 4.471
O -2.185 3.375 -3.237
O 1.789 4.280 6.019
C 2.721 -4.362 -2.616
H -1.852 -2.275 0.779
C 0.328 -2.927 0.903
C -2.432 -0.263 4.169
H 2.110 -7.623 -3.839
Br 1.794 3.481 0.952
N -0.020 -3.632 2.195
O 2.522 -5.021 -3.852
H 4.238 5.178 5.000
H 0.638 1.679 -0.951
C 2.038 5.445 6.686
H 1.862 -0.893 2.378
C 4.210 -4.290 -2.501
H 0.867 -3.700 2.780
H -2.887 2.881 -9.871
H 0.381 -3.778 0.067
C 3.653 -5.742 -4.104
H 1.357 4.763 4.075
H 1.437 1.720 3.288
H 4.182 0.705 -0.763
O -3.822 -0.138 1.874
C -6.225 3.956 4.467
O -1.736 2.209 -8.283
C 3.231 5.562 4.801
C 3.675 1.738 -0.486
H -1.983 4.480 -4.978
H -1.787 0.829 -0.091
H 4.550 -4.336 -1.463
O -1.449 4.235 -7.343
H 1.985 -1.300 5.529
H 4.497 2.335 0.141
H 2.644 3.548 4.279
Br 1.668 -0.650 -1.461
H 3.466 2.399 -1.436
H -0.935 -1.850 -0.811
O -1.458 1.961 -1.592
O -0.241 -9.728 -4.413
Nb -0.603 0.254 1.202
H 0.865 -8.873 -5.943
C -2.235 4.425 -8.505
O 3.762 -6.563 -5.000
H -0.032 -7.746 -4.895
H 4.622 -3.392 -2.971
H -7.248 3.013 2.813
C -1.073 2.923 -7.327
B -2.469 -0.093 2.535
H -1.640 5.339 -3.456
H -0.381 -4.610 2.015
H 2.256 -3.373 -2.624
H 2.269 -4.961 -1.818
H -6.380 4.918 3.968
O -3.077 2.943 3.641
C 2.821 0.259 4.401
O 2.791 6.295 5.928
H 3.511 0.253 3.437
H -3.687 2.837 -8.280
C 0.067 -9.864 -3.090
C -4.279 3.102 3.778
H -6.838 3.921 5.372
C -0.808 -1.857 0.375
O 1.156 -9.111 -2.757
H -3.322 -2.388 4.777
O 4.647 -5.426 -3.223
H 3.263 6.198 3.912
H -3.041 5.139 -8.316
H -0.518 1.935 1.948
C 1.711 -8.632 -3.968
H -6.764 1.891 4.110
H -1.973 -2.384 3.460
O 0.024 3.170 -2.847
```

Total charge: -1
Calculated total energy: -214047.3207 eV
Spin multiplicity: 1
LUMO: 1.4532 eV
HOMO: -3.96 eV
Kohn-Sham gap: 5.41 eV
Molar mass: 983.24 g/mol

***

# 3
# C22H28INO13

A cluster of 4 separate species, C22H28INO13 in total at a distorted geometry (the ωB97M-V functional and the def2-TZVPD basis, OMol25).

The geometry in XYZ format:
```
65
C22H28INO13, DFT the ωB97M-V functional and the def2-TZVPD basis
H -5.055 0.581 -0.470
H -0.197 -5.209 -2.177
C -4.474 5.083 -3.573
H -5.224 5.848 -3.799
C 5.040 0.116 2.670
H -4.228 4.549 -4.490
C -4.048 0.441 -0.870
C 3.919 0.238 1.544
H 4.334 -2.475 2.159
H 5.952 -0.450 2.314
C 2.428 -3.762 2.663
H 3.761 -7.381 2.833
C 0.656 -4.544 -2.007
H 0.970 -5.548 -0.115
C 3.488 -6.354 2.461
O -0.229 -1.669 2.445
H 0.577 2.077 4.035
H 0.996 -2.411 -1.903
O 2.367 -5.995 -1.585
H -2.401 4.953 -2.992
O -2.835 1.791 0.733
I 2.091 -3.696 4.845
O 4.277 0.545 0.422
O 2.718 2.129 2.758
O 1.080 -3.497 2.155
H 0.575 0.264 4.202
C 3.221 -2.540 2.009
O -5.012 4.195 -2.598
C 3.024 -5.219 2.420
C 0.897 -2.092 2.392
O -3.658 5.619 -1.511
H 2.175 -4.290 -0.459
H -1.447 0.659 -1.398
H 2.900 -2.590 0.918
O 3.210 -6.017 -3.686
C -4.617 4.661 -1.379
H -3.622 -0.420 -0.349
C 0.178 -3.125 -1.784
O -1.080 2.466 -0.494
H -0.262 -3.004 -0.791
C -1.607 2.378 0.760
C -1.890 1.659 -1.340
C 2.037 1.104 2.660
H -4.132 0.210 -1.935
C 2.311 -1.329 2.553
H 2.517 -1.013 3.630
N 2.471 -0.024 1.829
H 5.378 1.183 2.892
H -0.578 -2.861 -2.528
H -2.821 7.096 -4.412
H -1.911 7.304 -2.908
H -1.942 2.081 -2.344
C -2.881 7.025 -3.324
H -3.792 2.577 -0.904
C 1.538 -5.060 -0.907
C 2.440 -5.588 -2.885
O -5.055 4.283 -0.337
H 4.663 -0.324 3.640
C -3.257 5.627 -2.881
O 1.515 -4.618 -3.144
H -3.601 7.760 -2.956
H -0.217 1.038 2.731
C -3.218 1.684 -0.638
C 0.651 1.120 3.447
O -1.061 2.759 1.751
```

Total charge: 0
Calculated total energy: -59472.7238 eV
Spin multiplicity: 1
LUMO: -0.7071 eV
HOMO: -9.99 eV
Kohn-Sham gap: 9.29 eV
Molar mass: 641.36 g/mol
SMILES: C#C[C@@]1(I)C[C@@H](N(C(C)=O)C(C)=O)C(=O)O1.C[C@@H]1COC(=O)O1.C[C@@H]1COC(=O)O1.C[C@@H]1COC(=O)O1

***

# 4
# C34H54ClF2N12O4S

A cluster of 12 separate species, C34H54ClF2N12O4S in total at a distorted geometry (the ωB97M-V functional and the def2-TZVPD basis, OMol25).

The geometry in XYZ format:
```
108
C34H54ClF2N12O4S, DFT the ωB97M-V functional and the def2-TZVPD basis
C -2.237 -2.084 3.463
H -5.516 1.928 8.399
H 9.266 -3.383 2.052
H 1.602 0.653 2.321
O 3.283 -2.342 0.840
N 0.501 -1.305 5.504
H 2.453 2.304 -14.173
C -0.156 -1.342 6.445
C 3.371 2.592 -13.663
H 5.652 0.323 -5.841
C -11.838 -5.243 2.699
H -0.303 -0.663 2.101
C -6.229 2.037 -0.845
H 1.183 -0.677 0.532
H 3.680 1.754 -13.037
H -3.979 2.482 7.746
N -4.543 2.887 0.951
S 3.520 -0.961 0.516
C -3.918 -2.029 -0.182
N -5.679 -3.029 3.568
C -4.584 1.597 7.944
C 4.504 0.662 -7.582
N 3.500 0.863 -8.100
H -6.016 1.005 -1.128
H 8.031 -2.504 1.158
C -10.971 -5.112 1.536
H -2.037 -1.438 -0.893
H -6.181 2.645 -1.747
C -1.443 0.783 -0.094
H 2.706 4.604 5.653
C -3.079 -0.925 2.945
H -1.942 1.198 -0.979
H -3.511 0.378 0.405
H 2.918 1.359 -1.003
H 3.574 3.763 -9.363
H -7.236 -3.270 0.821
H 1.268 2.997 0.323
N -3.324 -0.070 9.498
H -3.978 -1.299 2.441
C 7.530 -0.852 -2.996
N 6.690 -0.187 -3.409
H -1.433 -2.408 2.799
C 8.513 -3.475 1.271
H 9.406 -1.803 -3.183
H -12.038 -6.290 2.923
C -6.388 -3.409 2.749
H 2.093 6.223 5.335
H -7.017 -4.912 1.407
N 9.573 -4.268 -0.971
O 3.974 -0.230 1.661
C -2.508 -1.480 0.098
N 1.629 4.568 2.677
H 6.226 -0.520 -7.274
H 3.689 5.758 4.759
H -4.826 1.138 6.986
C -3.879 0.663 8.811
H -0.776 2.309 2.591
N 6.297 4.691 -8.038
C -0.384 1.550 1.898
H -1.881 -1.856 4.475
C -5.286 2.512 0.159
H 1.400 2.318 2.760
H -1.948 -0.904 7.476
O -0.927 1.876 0.613
H -2.741 1.002 2.401
C 1.173 1.602 1.968
Cl 4.914 -0.972 -0.987
H -2.914 -2.943 3.561
H -0.666 0.098 -0.471
H -7.251 2.075 -0.471
H -0.509 -0.901 8.481
H 2.840 2.554 0.909
C 1.956 1.152 -0.508
O -4.725 -1.466 -0.826
H -12.795 -4.750 2.533
H -11.382 -4.796 3.582
C 5.539 4.302 -8.807
H -1.934 -2.201 0.688
H 1.197 1.321 -1.281
H 4.835 2.802 -10.114
C 4.578 3.807 -9.782
H 4.140 2.741 -14.421
H -1.195 -2.423 7.932
C -7.280 -3.899 1.709
N -2.344 0.087 2.140
F -3.551 -0.236 4.048
N 3.023 4.746 -12.243
C 3.176 3.797 -12.869
C 1.851 2.144 0.688
C 5.776 0.407 -6.921
H 1.814 -0.904 -1.087
H 9.000 -1.299 -1.549
C 2.671 5.402 4.912
C -0.991 -1.394 7.638
C 1.968 -0.347 -0.151
F -4.169 -3.238 0.370
H 4.535 4.443 -10.665
H 8.219 -2.704 -2.257
N -10.295 -5.008 0.614
C 9.107 -3.919 0.018
C 2.086 4.936 3.664
H 7.758 -4.180 1.619
H -8.314 -3.917 2.047
C 8.587 -1.704 -2.472
C -2.530 -0.037 0.662
H -0.806 0.265 3.544
H 6.487 1.212 -7.108
C -0.878 0.194 2.453
```

Total charge: +1
Calculated total energy: -90987.6729 eV
Spin multiplicity: 1
LUMO: -2.0088 eV
HOMO: -12.15 eV
Kohn-Sham gap: 10.15 eV
Molar mass: 800.40 g/mol

***

# 5
# C3H9N2O2

A cluster of 2 separate species, C3H9N2O2 in total at a distorted geometry (the ωB97M-V functional and the def2-TZVPD basis, OMol25).

The geometry in XYZ format:
```
16
C3H9N2O2, DFT the ωB97M-V functional and the def2-TZVPD basis
H 0.648 -2.971 1.455
H -1.184 2.212 -1.967
H 0.064 -0.207 0.155
H -1.866 1.137 -0.862
O -1.640 -2.125 0.710
N -0.521 -1.787 0.440
H 1.850 1.377 1.118
H 1.493 -2.055 0.011
O 1.754 0.548 0.627
H 0.658 2.793 -0.257
C -1.151 1.997 -0.994
C 0.580 -2.698 0.395
H -1.712 2.870 -0.540
N 0.536 0.707 0.134
C 0.116 1.818 -0.281
H 0.378 -3.617 -0.145
```

Total charge: +1
Calculated total energy: -10320.0382 eV
Spin multiplicity: 1
Relative energy (zero: lowest compared OMol25 entry of this formula, charge and spin): 6.814 eV
LUMO: -4.5918 eV
HOMO: -13.55 eV
Kohn-Sham gap: 8.96 eV
Molar mass: 105.12 g/mol

***

# 6
# H3PS4

A cluster of 2 separate species, H3PS4 in total at a distorted geometry (the ωB97M-V functional and the def2-TZVPD basis, OMol25).

The geometry in XYZ format:
```
8
H3PS4, DFT the ωB97M-V functional and the def2-TZVPD basis
S 0.776 1.929 -1.871
H 1.091 -0.660 -1.456
S -1.849 -1.228 1.109
S 1.387 2.029 1.501
S 1.347 -0.806 -0.163
P 0.417 1.051 0.045
H 0.639 3.202 -1.686
H -2.435 -1.500 2.297
```

Total charge: 0
Calculated total energy: -52676.6652 eV
Spin multiplicity: 1
Relative energy (zero: lowest compared OMol25 entry of this formula, charge and spin): 2.940 eV
LUMO (alpha / beta): -2.4826 / -2.5443 eV
HOMO (alpha / beta): -9.17 / -8.68 eV
Kohn-Sham gap (alpha / beta): 6.68 / 6.13 eV
Molar mass: 162.27 g/mol